{"formula": "C5H9F", "method": "wB97M-V/def2-TZVPD", "energy_ha": -295.686525, "e_homo_ev": -10.53, "spin_multiplicity": 1, "species": ["C", "C", "C", "C", "C", "F", "H", "H", "H", "H", "H", "H", "H", "H", "H"], "coordinates": [[-1.230737, 0.161128, 0.437936], [0.184858, 0.701328, 0.432582], [-0.075130, -0.656528, -0.089034], [0.430167, 1.829016, -0.523619], [0.379380, -1.966747, 0.461776], [0.118556, -0.790749, -1.777250], [-1.758323, -0.195061, 1.273759], [-1.824373, 0.573908, -0.355438], [0.724300, 0.808977, 1.390649], [1.385367, 1.919144, -0.988880], [0.313175, 2.821675, -0.168949], [-0.152486, 1.667255, -1.500743], [1.429277, -2.032296, 0.099048], [-0.054513, -2.598499, -0.236417], [0.130482, -2.242550, 1.544580]], "forces_ev_per_a": [[0.953, -0.478, -2.076], [0.621, 0.556, 0.377], [-0.144, 0.593, -1.681], [-0.809, -0.522, -2.839], [1.376, 0.986, -0.015], [-0.703, 0.388, 4.214], [-0.394, -0.387, 1.043], [-0.364, 0.290, -0.045], [-0.265, -0.413, -0.515], [1.410, -0.737, 0.235], [-0.893, 0.772, 0.792], [0.187, 0.367, 1.661], [-0.171, -0.161, 1.288], [-1.345, -1.980, -0.744], [0.542, 0.725, -1.696]], "mulliken_charge": [-1.0350, 0.0974, 1.2201, -1.3355, -1.4424, -0.4635, 0.3067, 0.2733, 0.3092, 0.3716, 0.3803, 0.2367, 0.3201, 0.4540, 0.3071]}

***

{"formula": "C5H9F2N", "method": "wB97M-V/def2-TZVPD", "smiles": "CC=C(F)F.C=NC", "energy_ha": -450.313149, "e_homo_ev": -9.46, "spin_multiplicity": 1, "species": ["C", "C", "C", "C", "C", "N", "F", "F", "H", "H", "H", "H", "H", "H", "H", "H", "H"], "coordinates": [[-0.698568, -1.582735, 0.055649], [-1.286263, -0.956868, 1.259026], [2.176937, 0.461709, -1.477413], [0.702554, 1.619415, -0.037908], [-2.034548, 0.146381, 1.280404], [1.848184, 1.148125, -0.237660], [-2.509796, 0.885502, 0.272401], [-2.402502, 0.657897, 2.471779], [-0.772801, -2.664111, 0.328344], [-1.211342, -1.171742, -0.889790], [-1.027450, -1.465603, 2.221456], [1.346881, -0.307300, -1.666975], [2.181117, 1.002295, -2.365746], [3.065491, -0.169686, -1.360750], [-0.142555, 1.658894, -0.755835], [0.385785, 2.006322, 0.935954], [0.378877, -1.268494, -0.032936]], "forces_ev_per_a": [[0.178, 0.486, -0.777], [-0.254, 0.886, 0.602], [-1.897, -2.944, 1.280], [-0.934, 0.113, -0.216], [0.439, -0.722, 1.264], [0.408, 0.064, 0.267], [0.445, -0.569, 0.625], [-0.282, 0.180, -0.873], [0.170, 0.584, -1.429], [0.630, -1.319, 1.263], [-0.475, 1.018, -0.782], [0.932, 0.846, 0.145], [0.390, 1.546, -1.325], [0.043, 0.621, -0.019], [0.494, -0.299, -0.182], [0.624, 0.105, -0.023], [-0.913, -0.597, 0.178]], "mulliken_charge": [-0.7252, 0.0515, -0.6792, -0.3305, 0.2174, -0.4053, -0.2300, -0.2622, 0.3381, 0.2592, 0.3055, 0.1640, 0.3611, 0.2897, 0.2916, 0.3078, 0.0463]}

***

{"formula": "C5H9F2NO2", "method": "wB97M-V/def2-TZVPD", "smiles": "C=C(C)OC(C)=O.FNF", "energy_ha": -600.739335, "e_homo_ev": -9.81, "spin_multiplicity": 1, "species": ["C", "C", "C", "C", "C", "N", "O", "O", "F", "F", "H", "H", "H", "H", "H", "H", "H", "H", "H"], "coordinates": [[-1.346798, 1.094101, 0.026480], [-1.460842, 2.510658, 0.521147], [0.754487, -0.756427, -1.691678], [-0.054958, -1.645534, 0.515024], [0.226585, -0.579141, -0.492120], [3.897269, 0.218293, 0.296151], [-2.271187, 0.382813, -0.260594], [-0.059681, 0.723475, -0.064515], [2.916939, -0.028215, 1.235823], [3.431003, 1.305722, -0.403961], [-2.375888, 2.956440, 0.148216], [-1.495144, 2.499641, 1.607758], [-0.594315, 3.086973, 0.209653], [3.801462, -0.566529, -0.375714], [0.914265, 0.068056, -2.361630], [1.015775, -1.739869, -2.043381], [-1.124735, -1.678197, 0.719451], [0.464852, -1.418012, 1.444840], [0.267079, -2.613904, 0.144645]], "forces_ev_per_a": [[-0.577, 0.242, -0.047], [0.126, -0.114, -0.095], [-0.048, 0.110, 0.136], [-0.093, 0.254, -0.036], [-0.039, -0.343, -0.077], [0.925, -0.281, 0.114], [0.074, -0.035, 0.024], [0.575, -0.122, -0.078], [-0.232, -0.147, -0.157], [-0.256, -0.026, -0.222], [-0.077, -0.025, -0.026], [0.009, -0.001, 0.120], [0.011, 0.059, 0.028], [-0.501, 0.466, 0.264], [0.023, 0.254, -0.095], [0.011, -0.175, 0.073], [-0.010, -0.039, 0.025], [0.046, -0.028, 0.064], [0.034, -0.050, -0.015]], "mulliken_charge": [0.7099, -1.0637, -1.0474, -1.1714, 0.9244, -0.0098, -0.5392, -0.2837, -0.1304, -0.1291, 0.3226, 0.2661, 0.3246, 0.2810, 0.2937, 0.2858, 0.3014, 0.2827, 0.3825]}

***

{"formula": "C5H9F2NO2", "method": "wB97M-V/def2-TZVPD", "smiles": "NC(O)=C(F)F.C=C(C)O", "energy_ha": -600.797687, "e_homo_ev": -7.99, "spin_multiplicity": 1, "species": ["C", "C", "C", "C", "C", "N", "O", "O", "F", "F", "H", "H", "H", "H", "H", "H", "H", "H", "H"], "coordinates": [[-1.437250, -1.764582, 0.416763], [1.091501, 2.585674, -0.702572], [2.499748, 0.544150, -0.295455], [-2.264555, -0.900743, -0.172190], [1.444545, 1.286575, -0.009217], [-1.504243, -3.072242, -0.006591], [-0.656530, -1.472157, 1.492184], [0.713011, 0.908709, 1.110598], [-2.936658, -1.132415, -1.363618], [-2.286608, 0.388299, 0.167927], [1.888334, 2.876849, -1.373354], [0.284420, 2.508685, -1.322454], [0.866543, 3.391746, 0.088534], [3.227829, 0.800356, -1.024966], [0.017710, -0.729372, 1.442055], [2.691030, -0.525119, -0.032025], [-1.057274, -3.548898, 0.742489], [-2.337936, -3.420350, -0.358367], [-0.243616, 1.274833, 1.200257]], "forces_ev_per_a": [[-1.302, 1.454, -0.951], [1.690, 0.824, 3.124], [0.371, -1.999, -0.437], [0.209, 0.381, -0.929], [-0.001, 0.430, 0.336], [3.055, 0.510, 1.110], [0.295, -0.304, 0.147], [-2.590, 0.546, 0.278], [0.784, 0.193, 1.791], [-0.237, 0.560, -0.200], [0.448, 0.213, 0.243], [-2.572, -0.499, -1.396], [0.486, -1.010, -1.287], [0.121, 0.813, -0.726], [-1.043, -0.750, -0.803], [-0.596, 1.193, 0.736], [0.049, -1.460, 0.177], [-1.646, -0.588, -0.380], [2.480, -0.508, -0.833]], "mulliken_charge": [0.3518, -1.2029, -1.0134, 0.3137, 0.9494, -0.4836, -0.5538, -0.6465, -0.2663, -0.2552, 0.3488, 0.3545, 0.2860, 0.2787, 0.4585, 0.2453, 0.2549, 0.2349, 0.3452]}

***

{"formula": "C5H9F3N2O", "method": "wB97M-V/def2-TZVPD", "energy_ha": -680.190828, "e_homo_ev": -9.01, "spin_multiplicity": 1, "species": ["C", "C", "C", "C", "C", "N", "N", "O", "F", "F", "F", "H", "H", "H", "H", "H", "H", "H", "H", "H"], "coordinates": [[1.395302, 1.801607, -0.299827], [0.668000, -2.141328, -0.833490], [0.116253, -0.937777, 0.051385], [-1.330894, -1.112144, 0.338079], [-1.966574, 0.192338, 1.073695], [1.978095, 2.624114, -1.128336], [-1.995677, -2.126367, 0.081507], [1.734351, 2.297127, 0.933876], [-1.634516, 1.305221, 0.354457], [-1.478256, 0.397653, 2.319292], [-3.286491, 0.088304, 1.080519], [0.570222, -3.120120, -0.418070], [1.663434, -1.794889, -1.105069], [0.083135, -2.246680, -1.674385], [0.347492, -0.084793, -0.619133], [0.681369, -0.732511, 0.882158], [1.904307, 2.578767, -2.129896], [2.445199, 3.326528, -0.625780], [-2.969989, -2.144639, 0.298621], [1.075245, 1.829587, 1.420405]], "forces_ev_per_a": [[0.316, 0.576, -0.222], [0.535, 1.841, 2.331], [-0.772, -2.050, -4.226], [-0.019, 2.566, 1.706], [1.282, -0.915, -1.699], [-0.327, -0.748, -0.746], [0.455, -1.148, -0.788], [-0.451, -0.527, -0.760], [-0.347, -0.497, 0.485], [-0.490, -0.273, -0.418], [-0.307, 0.266, 0.606], [0.617, -0.531, 0.896], [0.232, -0.758, -0.073], [-1.301, 0.340, -2.146], [-0.875, -0.161, 0.755], [1.299, 0.200, 2.297], [0.095, -0.021, 0.189], [1.131, 1.738, -0.198], [-0.696, 0.468, 0.403], [-0.377, -0.365, 1.607]], "mulliken_charge": [-0.1110, -1.4695, -0.2540, 0.1887, 0.9528, -0.2598, -0.5875, -0.5034, -0.2552, -0.2611, -0.2812, 0.3725, 0.4025, 0.3752, 0.0855, 0.5116, 0.2205, 0.2238, 0.2523, 0.3973]}

***

{"formula": "C5H9F9N2O4PS2", "method": "wB97M-V/def2-TZVPD", "energy_ha": -2642.881436, "e_homo_ev": -3.01, "spin_multiplicity": 1, "total_charge": -1, "species": ["N", "N", "P", "S", "S", "O", "O", "F", "H", "H", "H", "H", "C", "C", "C", "F", "F", "F", "F", "O", "C", "C", "F", "F", "F", "F", "H", "H", "H", "H", "O", "H"], "coordinates": [[-1.322558, -2.831827, -1.458441], [-0.465324, -2.987700, -2.590749], [0.627147, -1.639846, -2.886629], [0.494108, -1.010813, -4.663924], [0.246238, -4.481359, -2.601827], [-0.645812, -5.448857, -2.071436], [0.823206, -4.685541, -3.884449], [1.430280, -4.362732, -1.557718], [-2.186315, -2.454592, -1.848552], [-0.944839, -2.152176, -0.812644], [1.928015, -2.031709, -2.515471], [0.243995, -0.633329, -2.015902], [-0.197980, 1.112278, 3.087718], [0.254820, 2.500539, 3.557634], [-0.452855, 3.737295, 2.989918], [-0.378643, 3.795065, 1.650829], [0.149089, 4.841737, 3.495150], [1.590015, 2.619612, 3.402639], [0.005107, 2.535513, 4.904463], [0.490004, 0.477856, 2.028974], [0.217171, 0.752861, 0.710627], [1.374395, 1.470595, -0.007710], [1.773228, 2.556621, 0.688236], [0.955239, 1.863430, -1.220478], [-0.945172, 1.401536, 0.582830], [0.075777, -0.449976, 0.092642], [-0.000741, 0.465787, 3.941691], [-1.277202, 1.087133, 2.928263], [-1.503003, 3.742641, 3.294224], [2.221266, 0.788187, -0.113434], [-2.127405, -0.221295, -3.105499], [-2.451250, -0.356932, -4.000974]], "forces_ev_per_a": [[-0.536, -0.386, -0.132], [1.240, -0.078, 1.517], [-1.013, 0.986, -1.826], [0.829, 0.083, -1.186], [-1.491, -0.499, -0.904], [0.311, 0.103, 0.214], [0.572, 0.329, 0.460], [0.125, 0.013, 0.050], [0.181, 0.471, -0.036], [-0.011, 0.106, -0.151], [-0.197, -0.343, 0.359], [-0.232, -0.451, 0.464], [-0.511, -0.516, 0.180], [0.498, -0.152, -0.266], [-0.148, 0.070, 0.152], [0.055, -0.030, 0.004], [-0.006, -0.006, 0.012], [-0.018, 0.068, 0.014], [-0.168, 0.026, -0.015], [0.556, 0.500, -0.030], [-0.536, -0.248, 0.231], [0.057, -0.110, -0.138], [-0.026, 0.019, 0.021], [0.010, 0.001, 0.012], [0.106, 0.112, -0.087], [0.107, 0.219, 0.368], [0.051, 0.027, 0.012], [0.005, 0.204, -0.094], [-0.001, -0.024, -0.014], [-0.021, -0.020, 0.024], [0.075, -0.460, 0.824], [0.136, -0.017, -0.040]], "mulliken_charge": [-0.5699, 0.0627, 0.4625, -0.4031, 1.1367, -0.5722, -0.5354, -0.2462, 0.3182, 0.3097, 0.0101, -0.0619, -0.7140, 0.8538, 0.0987, -0.2034, -0.2782, -0.2737, -0.3333, -0.3817, 0.7776, 0.1969, -0.2338, -0.2219, -0.2849, -0.2720, 0.3829, 0.3419, 0.2847, 0.2347, -1.0110, 0.1252]}

***

Computed LUMO (eV) in order:
0.90, 0.93, 0.83, 0.67, 0.87, 2.32